Here is C12H14BFeN9 as an isolated structure from OMol25. Energies are from ωB97M-V/def2-TZVPD.

CARTESIAN COORDINATES (ANGSTROEM)
1 H -0.2858 2.7791 0.8902
2 N 0.1041 1.6182 -0.8294
3 B 0.7436 0.7281 -3.1290
4 N 0.6170 1.8906 -2.0848
5 C 0.8950 3.2119 -2.1705
6 Fe -0.7168 -0.4279 -0.3821
7 H 1.2979 3.6053 -3.0859
8 C 0.5661 3.8098 -0.9327
9 H 0.6473 4.8329 -0.6427
10 C 0.0812 2.7557 -0.1278
11 H 1.1855 1.0888 -4.1774
12 C -1.4714 -2.2629 0.5184
13 H -1.5957 -2.0256 1.5725
14 H -0.4407 -2.5878 0.3368
15 H -2.0844 -3.1258 0.2635
16 N -0.6880 0.1259 -3.2700
17 N 1.5853 -0.3879 -2.4301
18 N -1.3475 -0.3125 -2.0886
19 N 1.1853 -0.9011 -1.1933
20 C -1.5255 -0.0263 -4.3123
21 C 2.7158 -1.0025 -2.8204
22 H -1.2363 0.2195 -5.3157
23 H 3.1697 -0.7311 -3.7629
24 C -2.7357 -0.5472 -3.8494
25 C 3.0783 -1.9353 -1.8383
26 C -2.5982 -0.7007 -2.4719
27 C 2.0973 -1.8290 -0.8338
28 H -3.6151 -0.7892 -4.4138
29 H 3.9145 -2.6059 -1.8331
30 H -3.3049 -1.0475 -1.7423
31 H 2.0058 -2.3616 0.1007
32 H -2.0061 -1.4617 -0.2031
33 N -0.2697 0.1715 1.4486
34 C -0.0478 0.2928 2.6010
35 N 0.2350 0.6131 3.7890
36 C 0.1265 -0.1256 4.8636
37 N 0.0760 -0.6836 5.9047

Computed properties:
Total charge: 0
Electronic energy in hartree: -2247.06037
Orbital gap (alpha / beta) in Ha: 0.31885 / 0.29983
ΔE to the lowest compared entry with this formula, charge and spin in kcal per mole: 11.4
Spin multiplicity: 5
LUMO level (alpha / beta) in eV: 0.262 / -0.252

Löwdin atomic charge list, values in e, 5 entries:
1 H 0.101
2 N -0.029
3 B -0.461
4 N -0.024
5 C -0.065

Here is C12H14BrHfO4S as an isolated structure from OMol25. Energies are from ωB97M-V/def2-TZVPD.

CARTESIAN COORDINATES (ANGSTROEM)
1 Hf -0.1475 0.0759 -1.0638
2 C 2.5567 1.2752 -0.1903
3 O 1.6371 1.1646 -1.3368
4 C 2.2448 0.6437 -2.5646
5 C 2.0569 -0.8672 -2.6392
6 O 0.6334 -1.2076 -2.4750
7 C -0.1784 -1.2082 -3.7076
8 H 3.2733 2.0679 -0.3888
9 H 3.0600 0.3252 -0.0212
10 H 1.9544 1.5373 0.6764
11 H 3.3032 0.9004 -2.5842
12 H 1.7529 1.1567 -3.3924
13 H 2.5803 -1.3911 -1.8393
14 H 2.4136 -1.2484 -3.5952
15 H 0.3298 -1.7993 -4.4666
16 H -0.3337 -0.1911 -4.0706
17 H -1.1253 -1.6836 -3.4619
18 Br -2.5062 -2.0978 5.7971
19 C -2.0509 -0.9328 4.4012
20 C -2.1850 0.4373 4.5689
21 C -1.8435 1.3017 3.5367
22 C -1.3640 0.7948 2.3435
23 C -1.2405 -0.5890 2.1884
24 C -1.5817 -1.4617 3.2042
25 C -0.7308 -0.9867 0.8592
26 O -1.4983 -1.1027 -0.1633
27 O 0.5253 -0.8421 0.5676
28 H -2.5572 0.8317 5.5040
29 H -1.9540 2.3692 3.6683
30 H -1.1031 1.4792 1.5336
31 H -1.4922 -2.5324 3.0813
32 S -2.8177 2.3135 -2.1786
33 C -1.6115 1.4674 -1.7908

Computed properties:
Total charge: +2
Electronic energy in hartree: -3786.20011
Orbital gap (alpha / beta) in Ha: 0.21761 / 0.22871
ΔE to the lowest compared entry with this formula, charge and spin in kcal per mole: 8.1
Spin multiplicity: 2
LUMO level (alpha / beta) in eV: -8.297 / -8.107

Löwdin atomic charge list, values in e, 5 entries:
1 Hf 1.589
2 C 0.021
3 O -0.334
4 C -0.100
5 C -0.083

Here is a 2-piece molecular cluster, C12H14Cl3F13O3S overall from OMol25. Energies are from ωB97M-V/def2-TZVPD.

CARTESIAN COORDINATES (ANGSTROEM)
1 C 3.9337 -0.7716 1.7889
2 C 4.1057 0.6745 1.0340
3 C 4.0165 0.6088 -0.6036
4 C 2.7597 -0.3454 -1.1541
5 O 3.2511 -1.7252 -1.2928
6 C 2.1769 -2.6739 -1.6242
7 O 2.4901 -3.6992 -2.4588
8 O 0.7962 -2.6538 -1.1168
9 C 0.7380 -2.7398 0.3495
10 C -0.5688 -3.4934 0.9662
11 C -2.0327 -2.9100 0.4004
12 F -2.1411 -3.1960 -1.0799
13 F -3.0358 -3.7659 1.0523
14 C -2.2007 -1.2946 0.5612
15 F -1.4341 -0.9404 1.8152
16 F -1.4862 -0.7551 -0.6611
17 C -3.7049 -0.6768 0.5011
18 F -4.2101 -0.9393 -0.9004
19 F -4.7128 -1.4550 1.3325
20 C -3.9383 0.8255 1.0486
21 F -5.4288 1.0742 0.9696
22 F -3.6586 0.8274 2.5346
23 S -3.0826 2.2556 0.3106
24 F -4.6450 2.9232 -0.1074
25 F -2.9929 1.6556 -1.2745
26 F -1.5044 1.7890 0.7541
27 F -3.2083 3.0691 1.8552
28 F -2.4037 3.7157 -0.2905
29 H 4.8109 -1.4935 1.4558
30 H 4.0209 -0.6282 2.9705
31 H 2.8695 -1.2453 1.6090
32 H 5.1792 1.0912 1.3388
33 H 3.3339 1.4502 1.4949
34 H 5.0155 0.1788 -1.0732
35 H 3.8322 1.7299 -0.9695
36 H 2.3995 0.1187 -2.1922
37 H 1.8567 -0.2183 -0.4142
38 H 1.6940 -3.3442 0.7090
39 H 0.8371 -1.6667 0.8602
40 H -0.5881 -3.4762 2.1579
41 H -0.4951 -4.6482 0.6828
42 C -0.6064 5.3155 -2.5902
43 Cl -0.7974 7.0696 -2.7519
44 Cl -0.9219 4.5101 -4.1366
45 Cl 1.0169 4.9180 -2.0016
46 H -1.3353 4.9557 -1.8595

Computed properties:
Total charge: 0
SMILES: CCCCOC(=O)OCCC(F)(F)C(F)(F)C(F)(F)C(F)(F)S(F)(F)(F)(F)F.ClC(Cl)Cl
Electronic energy in hartree: -3767.92864
Orbital gap in Ha: 0.28597
LUMO level in eV: -2.882

Löwdin atomic charge list, values in e, 5 entries:
1 C -0.143
2 C -0.266
3 C -0.164
4 C -0.180
5 O -0.055

Here is a 4-piece molecular cluster, C12H14Cl4N2 overall from OMol25. Energies are from ωB97M-V/def2-TZVPD.

CARTESIAN COORDINATES (ANGSTROEM)
1 C -2.4458 5.4805 -1.8209
2 Cl -3.3140 7.0445 -1.5576
3 Cl -1.4533 5.2375 -0.3374
4 H -3.1516 4.6511 -1.8923
5 H -1.7894 5.4862 -2.6693
6 C -1.6691 1.8000 0.9061
7 Cl -1.3291 1.1056 -0.6723
8 Cl -3.3887 2.2700 1.0089
9 H -1.4329 1.1702 1.7359
10 H -0.9716 2.6395 0.9800
11 N -0.6008 -2.2421 -2.8317
12 C -1.6695 -2.8516 -2.3291
13 C -1.8838 -3.0523 -0.9917
14 C -0.8368 -2.6965 -0.1421
15 C 0.3222 -2.1941 -0.6415
16 C 0.3547 -1.8361 -1.9854
17 H -2.4253 -3.2732 -3.0272
18 H -2.8829 -3.4226 -0.5932
19 H -1.0116 -2.9271 0.9739
20 H 1.1926 -1.9742 -0.0111
21 H 1.2174 -1.1860 -2.2912
22 N 3.5922 -2.1414 1.4654
23 C 3.6612 -1.1002 0.6581
24 C 2.9184 0.0731 0.8039
25 C 2.0539 0.1317 1.8539
26 C 1.8958 -0.9522 2.6961
27 C 2.6153 -2.0751 2.4097
28 H 4.4061 -1.1841 -0.1627
29 H 2.9818 0.9600 0.1621
30 H 1.4593 0.9908 2.0130
31 H 1.0746 -0.9270 3.3832
32 H 2.5104 -3.0047 2.9064

Computed properties:
Total charge: 0
SMILES: c1ccncc1.c1ccncc1.ClCCl.ClCCl
Electronic energy in hartree: -2415.89144
Orbital gap in Ha: 0.36313
ΔE to the lowest compared entry with this formula, charge and spin in kcal per mole: 14.5
LUMO level in eV: 0.365

Löwdin atomic charge list, values in e, 5 entries:
1 C -0.934
2 Cl 0.465
3 Cl 0.466
4 H 0.029
5 H 0.021

Here is a 5-piece molecular cluster, C12H14Cl8F13NO4S overall from OMol25. Energies are from ωB97M-V/def2-TZVPD.

CARTESIAN COORDINATES (ANGSTROEM)
1 O 3.9481 -2.7508 2.8137
2 C 3.7901 -2.1415 1.8271
3 O 4.1406 -0.8479 1.7219
4 C 4.2749 -0.3482 0.4101
5 C 4.3922 1.1556 0.5273
6 C 3.1000 1.8969 0.8716
7 C 2.1364 2.0643 -0.3014
8 F 2.2947 3.3172 -0.8457
9 F 2.3680 1.1704 -1.3178
10 C 0.6258 1.9915 0.0718
11 F -0.0928 2.4716 -0.9573
12 F 0.4458 2.8176 1.1417
13 C 0.1065 0.5604 0.4698
14 F 1.1645 -0.2994 0.4323
15 F -0.3556 0.5711 1.7156
16 C -0.9577 -0.0629 -0.4910
17 F -1.0057 -1.3730 -0.2348
18 F -0.5562 0.1211 -1.7457
19 S -2.7338 0.5988 -0.2916
20 F -2.6574 1.3724 -1.6769
21 F -3.2846 -0.6879 -1.0410
22 F -2.8294 -0.1495 1.1033
23 F -2.2003 1.9011 0.4440
24 F -4.2098 1.1148 -0.1021
25 O 5.4718 -0.8868 -0.1588
26 N 5.1930 -1.4885 -1.4646
27 O 5.5104 -0.7871 -2.3229
28 H 3.3299 -2.5655 0.9255
29 H 3.4304 -0.6731 -0.2042
30 H 4.8547 1.5559 -0.3762
31 H 5.0960 1.3365 1.3450
32 H 2.6027 1.4455 1.7307
33 H 3.3665 2.9157 1.1576
34 C -3.8238 3.2776 -3.3752
35 Cl -4.8231 3.9169 -4.6835
36 Cl -2.3142 4.1779 -3.1814
37 H -4.3874 3.3445 -2.4527
38 H -3.5823 2.2489 -3.6107
39 C -3.5897 -2.8501 3.9781
40 Cl -3.1107 -4.5297 3.7262
41 Cl -3.1462 -2.2604 5.5871
42 H -3.0777 -2.2397 3.2423
43 H -4.6641 -2.7741 3.8670
44 C -3.1579 -0.8022 -5.4245
45 Cl -3.1805 -2.1922 -6.5144
46 Cl -4.5562 0.2563 -5.6550
47 H -3.1709 -1.1682 -4.4048
48 H -2.2605 -0.2283 -5.6214
49 C 0.3961 -2.7833 3.9883
50 Cl 0.0152 -3.3025 2.3415
51 Cl 1.0745 -1.1501 4.0476
52 H -0.5240 -2.7908 4.5610
53 H 1.1237 -3.4668 4.4079

Computed properties:
Total charge: 0
SMILES: O=CO[C@@H](CCC(F)(F)C(F)(F)C(F)(F)C(F)(F)S(F)(F)(F)(F)F)ON=O.ClCCl.ClCCl.ClCCl.ClCCl
Electronic energy in hartree: -6199.19238
Orbital gap in Ha: 0.37349
LUMO level in eV: -0.809

Löwdin atomic charge list, values in e, 5 entries:
1 O 0.118
2 C -0.367
3 O 0.036
4 C -0.383
5 C -0.079

Here is C12H14F6I2IrNO4S2 as an isolated structure from OMol25. Energies are from ωB97M-V/def2-TZVPD.

CARTESIAN COORDINATES (ANGSTROEM)
1 Ir -0.4034 -0.3414 -0.1616
2 C -2.9484 -2.6415 0.6615
3 C -2.0985 -1.8901 -0.3115
4 C -0.8340 -2.4006 -0.7371
5 C -0.1354 -1.8418 -1.8586
6 C 1.1150 -2.4579 -2.3614
7 C -0.6196 -0.6046 -2.3747
8 C -1.8261 -0.0098 -1.9356
9 C -2.3415 1.2549 -2.5160
10 C -2.4754 -0.6109 -0.8003
11 H -2.5369 -2.6597 1.6738
12 H -2.9988 -3.6823 0.3336
13 H -3.9547 -2.2314 0.7033
14 H -0.4363 -3.2861 -0.2558
15 H 1.9806 -2.0307 -1.8476
16 H 1.2334 -2.2552 -3.4261
17 H 1.1098 -3.5328 -2.1894
18 H -0.0372 -0.0981 -3.1376
19 H -1.9976 2.1070 -1.9215
20 H -3.4314 1.2574 -2.4937
21 H -1.9885 1.3907 -3.5365
22 H -3.3360 -0.1076 -0.3758
23 I -0.5920 -0.6827 2.4766
24 C 2.2784 1.8413 4.4916
25 I 1.3206 1.5304 2.8371
26 H 2.7398 1.0239 5.0360
27 H 2.4272 2.8750 4.7922
28 F 4.1301 2.3130 -1.8345
29 C 3.7523 1.0680 -1.7499
30 F 2.9347 0.7429 -2.7283
31 F 4.7639 0.2457 -1.6902
32 S 2.8037 0.8605 -0.0906
33 O 1.6156 0.1096 -0.5861
34 O 3.6256 0.2837 0.9076
35 N 2.2151 2.2812 0.3782
36 S 0.8804 2.6829 -0.4489
37 O -0.2876 1.8152 -0.0706
38 O 1.0507 2.8246 -1.8520
39 C 0.4535 4.3789 0.2544
40 F 0.6111 4.3722 1.5700
41 F -0.8020 4.5917 -0.0582
42 F 1.2550 5.2321 -0.3087

Computed properties:
Total charge: +3
Electronic energy in hartree: -2915.40290
Orbital gap (alpha / beta) in Ha: 0.26477 / 0.23563
ΔE to the lowest compared entry with this formula, charge and spin in kcal per mole: 41.7
Spin multiplicity: 2
LUMO level (alpha / beta) in eV: -12.522 / -13.594

Löwdin atomic charge list, values in e, 5 entries:
1 Ir 1.141
2 C 0.002
3 C -0.323
4 C -0.087
5 C -0.253

Here is C12H14N2NiO3S2 as an isolated structure from OMol25. Energies are from ωB97M-V/def2-TZVPD.

CARTESIAN COORDINATES (ANGSTROEM)
1 Ni -0.1047 0.3867 -0.2910
2 C 3.7406 2.0203 0.0231
3 C 2.3324 1.6998 -0.4020
4 N 1.8935 0.4742 -0.5396
5 O 2.8423 -0.5614 -0.2925
6 C 1.3819 2.7244 -0.6369
7 C 1.7900 4.1727 -0.7557
8 N 0.1062 2.3674 -0.7525
9 O -0.7698 3.2716 -0.9859
10 H 4.1787 1.1406 0.4911
11 H 3.7423 2.8407 0.7402
12 H 4.3550 2.3062 -0.8336
13 H 2.2945 -1.3543 -0.4254
14 H 2.7049 4.2957 -1.3397
15 H 1.9422 4.6233 0.2287
16 H 0.9701 4.7034 -1.2425
17 S -2.3651 0.2499 -0.7191
18 C -2.7362 -1.4385 -0.6231
19 C -4.0746 -1.8263 -0.5431
20 C -4.4461 -3.1563 -0.4813
21 C -3.4689 -4.1428 -0.4871
22 C -2.1353 -3.7798 -0.5583
23 C -1.7429 -2.4454 -0.6344
24 S -0.0610 -2.0512 -0.7460
25 H -4.8285 -1.0489 -0.5188
26 H -5.4962 -3.4346 -0.4245
27 H -3.7495 -5.1938 -0.4276
28 H -1.3622 -4.5396 -0.5529
29 C 0.7710 -0.7645 2.3113
30 C -0.0653 0.3599 1.6457
31 O -0.5605 1.1852 2.3967
32 H 0.7222 -0.6751 3.4026
33 H 1.8057 -0.6746 1.9829
34 H 0.3938 -1.7343 1.9922

Computed properties:
Total charge: -2
Electronic energy in hartree: -3105.51657
Orbital gap (alpha / beta) in Ha: 0.17319 / 0.20293
ΔE to the lowest compared entry with this formula, charge and spin in kcal per mole: 0.0
Spin multiplicity: 3
LUMO level (alpha / beta) in eV: 5.254 / 5.241

Löwdin atomic charge list, values in e, 5 entries:
1 Ni 0.101
2 C -0.026
3 C -0.297
4 N -0.065
5 O -0.104

- Which value of total charge does entry 7 give?
  -2

Copy entry 2 word for word.
Here is C12H14BrHfO4S as an isolated structure from OMol25. Energies are from ωB97M-V/def2-TZVPD.

CARTESIAN COORDINATES (ANGSTROEM)
1 Hf -0.1475 0.0759 -1.0638
2 C 2.5567 1.2752 -0.1903
3 O 1.6371 1.1646 -1.3368
4 C 2.2448 0.6437 -2.5646
5 C 2.0569 -0.8672 -2.6392
6 O 0.6334 -1.2076 -2.4750
7 C -0.1784 -1.2082 -3.7076
8 H 3.2733 2.0679 -0.3888
9 H 3.0600 0.3252 -0.0212
10 H 1.9544 1.5373 0.6764
11 H 3.3032 0.9004 -2.5842
12 H 1.7529 1.1567 -3.3924
13 H 2.5803 -1.3911 -1.8393
14 H 2.4136 -1.2484 -3.5952
15 H 0.3298 -1.7993 -4.4666
16 H -0.3337 -0.1911 -4.0706
17 H -1.1253 -1.6836 -3.4619
18 Br -2.5062 -2.0978 5.7971
19 C -2.0509 -0.9328 4.4012
20 C -2.1850 0.4373 4.5689
21 C -1.8435 1.3017 3.5367
22 C -1.3640 0.7948 2.3435
23 C -1.2405 -0.5890 2.1884
24 C -1.5817 -1.4617 3.2042
25 C -0.7308 -0.9867 0.8592
26 O -1.4983 -1.1027 -0.1633
27 O 0.5253 -0.8421 0.5676
28 H -2.5572 0.8317 5.5040
29 H -1.9540 2.3692 3.6683
30 H -1.1031 1.4792 1.5336
31 H -1.4922 -2.5324 3.0813
32 S -2.8177 2.3135 -2.1786
33 C -1.6115 1.4674 -1.7908

Computed properties:
Total charge: +2
Electronic energy in hartree: -3786.20011
Orbital gap (alpha / beta) in Ha: 0.21761 / 0.22871
ΔE to the lowest compared entry with this formula, charge and spin in kcal per mole: 8.1
Spin multiplicity: 2
LUMO level (alpha / beta) in eV: -8.297 / -8.107

Löwdin atomic charge list, values in e, 5 entries:
1 Hf 1.589
2 C 0.021
3 O -0.334
4 C -0.100
5 C -0.083

- electronic energy of number 6 (C12H14F6I2IrNO4S2)?
  -2915.40290 hartree

- What is the electronic energy in the sixth record?
  -2915.40290 hartree